(1)
Formula: C31H24CoN10OS7
Source: the Open Molecules 2025 dataset
Level of theory: ωB97M-V with the def2-TZVPD basis set

Computed properties:
HOMO energy (alpha / beta) = -8.49 / -8.57 eV
Energy above the lowest of the compared OMol25 structures with the same formula, charge and spin = 486.0 kJ/mol
Molecular weight = 836.004 g/mol
Lowest unoccupied orbital energy (alpha / beta) = -4.49 / -4.85 eV

Geometry as ORCA input:
```
! wB97M-V def2-TZVPD RIJCOSX def2/J DEFGRID3
* xyz 1 5
Co 0.7912 2.4711 2.2612
C -1.0503 5.6890 2.8384
C 0.0590 5.4839 1.8673
N 0.4540 4.3139 1.4061
C 1.4193 4.5250 0.3988
C 1.7405 5.8416 0.2118
S 0.7701 6.9349 1.0163
C 2.0905 3.4558 -0.3607
C 2.8587 3.7142 -1.4608
S 3.8693 2.5836 -2.2091
C 2.9699 1.1474 -2.4899
N 1.8978 2.1143 0.1003
C 3.6201 -0.0482 -3.0948
H -0.7561 6.5950 3.4528
H -1.0764 4.8547 3.5324
H -2.0216 5.9192 2.3527
H 2.5715 6.1792 -0.4431
H 3.0185 4.7667 -1.6887
H 3.2602 -0.2899 -4.1038
H 3.5377 -0.9538 -2.4451
H 4.6841 0.1451 -3.2075
C -2.7869 -1.6547 2.8084
N -2.0216 -0.5721 2.1941
C -0.7724 -0.0707 2.4952
N -0.6598 1.1118 1.9493
C -1.8488 1.3290 1.2902
N -2.7266 0.3408 1.4254
C -2.6023 -3.0443 2.2703
C -2.6314 -4.1955 3.1087
C -2.7660 -5.4624 2.6072
C -2.5630 -5.6649 1.2143
C -2.3654 -4.5197 0.4190
C -2.4565 -3.2415 0.9312
C -2.0195 -4.6478 -1.0207
N -2.1903 -5.6923 -1.7986
N -1.7529 -5.3590 -3.0241
C -1.2627 -4.1545 -2.9571
O -1.4350 -3.6085 -1.7262
C -0.6712 -3.2833 -3.9923
C -0.4145 -3.7804 -5.3140
C -0.0234 -2.8551 -6.2814
C 0.1578 -1.5373 -5.9452
C -0.0231 -1.0419 -4.6259
C 0.4553 0.3372 -4.2786
N 0.5865 0.3912 -2.7906
C -0.4590 0.7480 -2.0093
N -0.2381 1.3233 -0.8397
C 1.1480 1.3549 -0.8465
N 1.6535 1.1305 -2.1315
C -0.4519 -1.9635 -3.6489
H -3.8230 -1.2691 2.6858
H -2.5177 -1.6777 3.8793
H -0.0226 -0.6379 3.0687
H -1.9215 2.2653 0.7448
H -2.8610 -4.0839 4.1596
H -2.9792 -6.2444 3.3518
H -2.4569 -6.6834 0.7967
H -2.3831 -2.3743 0.2768
H -0.5706 -4.8330 -5.5446
H 0.0735 -3.1807 -7.2979
H 0.4101 -0.8561 -6.7592
H -0.1775 1.1715 -4.5966
H 1.4477 0.5539 -4.6809
H -1.4506 0.5718 -2.3953
H 2.8079 1.6482 0.3058
H -0.5354 -1.6289 -2.5830
S 2.5253 -0.3249 8.7432
C 2.3118 0.5117 7.3376
S 3.4560 0.7721 6.0674
C 2.3679 1.4156 4.8625
C 1.1212 1.8899 5.4273
S 0.0746 2.8297 4.5152
S 0.8518 1.3509 7.0307
S 2.6845 1.6537 3.1870
*
```

Atomic partial charges in e from the Mulliken method, atoms 1 to 2:
1. Co 0.16
2. C -0.77

***

(2)
Formula: H2NOS
Source: the Open Molecules 2025 dataset
Level of theory: ωB97M-V with the def2-TZVPD basis set

Computed properties:
HOMO energy = -2.79 eV
Energy above the lowest of the compared OMol25 structures with the same formula, charge and spin = 80.0 kJ/mol
Molecular weight = 64.089 g/mol
Lowest unoccupied orbital energy = 4.47 eV

Geometry as ORCA input:
```
! wB97M-V def2-TZVPD RIJCOSX def2/J DEFGRID3
* xyz -1 1
N 1.0564 0.5461 0.2819
O 1.8303 -0.1836 -0.4038
S -1.1393 0.1743 -0.1968
H 0.6900 0.0361 1.0788
H -0.8914 -1.1209 -0.2890
*
```

Atomic partial charges in e from the Mulliken method, atoms 1 to 2:
1. N -0.13
2. O -0.47